No. 1
This record from the OMol25 dataset describes 5 unconnected molecules or ions with the total composition C33H73N4O3 at a distorted geometry. The level of theory is ωB97M-V with the def2-TZVPD basis set.

```
113
C33H73N4O3 ωB97M-V with the def2-TZVPD basis set
C -5.01 1.73 0.92
C -6.00 0.72 0.48
C -5.51 -0.76 0.34
N -5.96 -1.29 -0.99
C -7.50 -1.44 -1.14
C -5.43 -0.68 -2.28
C -3.99 -1.30 -2.35
C -4.07 -2.67 -1.79
C -5.38 -2.71 -1.08
H -5.48 2.71 0.82
H -4.21 1.77 0.18
H -4.69 1.57 1.95
H -6.74 0.97 -0.28
H -6.62 0.69 1.37
H -5.85 -1.38 1.17
H -4.43 -0.80 0.43
H -7.85 -2.19 -1.85
H -7.97 -0.53 -1.50
H -7.75 -1.76 -0.12
H -6.07 -1.09 -3.06
H -5.44 0.41 -2.30
H -3.65 -1.32 -3.38
H -3.36 -0.62 -1.78
H -4.01 -3.50 -2.50
H -3.36 -2.91 -1.00
H -6.12 -3.31 -1.60
H -5.26 -3.12 -0.07
C 3.34 0.92 0.65
C 4.62 0.23 0.08
C 5.68 0.74 1.03
N 7.10 0.35 0.52
C 7.33 -1.11 0.55
C 8.21 1.08 1.45
C 8.31 2.50 0.85
C 7.63 2.46 -0.51
C 7.36 0.98 -0.84
H 3.25 0.69 1.71
H 2.46 0.41 0.27
H 3.29 2.00 0.57
H 4.73 0.41 -0.98
H 4.36 -0.80 0.31
H 5.72 0.54 2.10
H 5.67 1.83 1.07
H 6.65 -1.28 -0.28
H 7.03 -1.39 1.56
H 8.37 -1.37 0.33
H 9.16 0.55 1.39
H 7.86 1.11 2.48
H 9.32 2.91 0.78
H 7.89 3.20 1.57
H 8.22 2.80 -1.36
H 6.68 2.99 -0.47
H 8.27 0.55 -1.26
H 6.60 0.95 -1.62
C -3.99 -5.99 6.29
C -4.25 -4.42 6.10
C -3.02 -3.62 5.75
N -3.12 -2.06 5.31
C -4.04 -1.59 6.41
C -3.70 -1.99 3.88
C -2.91 -0.98 3.11
C -1.80 -0.38 4.03
C -1.78 -1.32 5.25
H -3.03 -6.21 6.76
H -4.05 -6.42 5.30
H -4.76 -6.50 6.86
H -4.60 -4.13 7.09
H -5.02 -4.17 5.37
H -2.42 -4.18 5.04
H -2.45 -3.71 6.68
H -4.14 -0.51 6.30
H -3.59 -1.79 7.38
H -5.01 -2.07 6.30
H -4.79 -1.99 3.95
H -3.61 -2.95 3.36
H -3.54 -0.15 2.79
H -2.56 -1.37 2.15
H -2.09 0.63 4.31
H -0.84 -0.30 3.52
H -1.48 -0.91 6.22
H -1.15 -2.18 5.02
C 4.91 4.87 -6.00
C 3.55 4.45 -5.49
C 3.30 2.97 -5.58
N 1.90 2.41 -5.09
C 0.71 2.72 -6.03
C 2.01 0.83 -4.89
C 1.55 0.59 -3.42
C 0.58 1.71 -3.08
C 1.36 2.94 -3.63
H 5.32 5.80 -5.59
H 4.80 5.02 -7.08
H 5.72 4.19 -5.74
H 2.72 4.99 -5.95
H 3.41 4.90 -4.50
H 4.04 2.46 -4.96
H 3.38 2.68 -6.63
H -0.17 2.18 -5.70
H 1.05 2.31 -6.99
H 0.56 3.79 -6.13
H 1.14 0.52 -5.47
H 2.99 0.37 -5.03
H 1.05 -0.36 -3.22
H 2.47 0.60 -2.82
H -0.33 1.35 -3.56
H 0.41 1.72 -2.01
H 0.81 3.87 -3.76
H 2.22 3.24 -3.03
O 0.14 -1.19 -0.74
C -0.52 -0.47 0.10
O 0.04 -0.33 1.19
O -1.62 -0.06 -0.18
H 0.85 -1.27 -0.10
```

Gap between HOMO and LUMO (spin up / spin down) ... 11.2 / 6.3 eV
LUMO level (spin up / spin down) ... -0.2899 / -0.4730 hartree
<S²> ... 0.7585
Energy relative to the best compared isomer or geometry (same formula, charge and spin) ... 0.0 kcal/mol
Net charge ... +4
HOMO energy (spin up / spin down) ... -19.13 / -19.13 eV
Spin multiplicity ... 2

---

No. 2
This record from the OMol25 dataset describes 5 unconnected molecules or ions with the total composition C33H76ClIN3O4 at a distorted geometry. The level of theory is ωB97M-V with the def2-TZVPD basis set.

```
118
C33H76ClIN3O4 ωB97M-V with the def2-TZVPD basis set
C -3.71 5.89 2.52
C -3.96 7.39 1.84
C -3.69 7.41 0.22
C -5.10 7.51 -0.67
C -5.90 6.08 -0.47
C -6.52 5.45 -1.85
C -7.63 4.27 -1.49
C -6.95 3.00 -0.68
C -7.13 3.18 0.97
C -6.83 1.74 1.72
C -5.41 1.72 2.56
C -4.53 0.35 2.27
C -3.02 0.90 1.80
N -3.05 1.52 0.39
C -2.01 2.35 -0.05
N -2.12 2.92 -1.45
I -2.18 1.44 -2.90
N -0.90 2.59 0.95
C 0.40 3.02 0.29
Cl 0.31 4.82 -0.26
C 0.96 2.01 -0.87
C 0.73 0.41 -0.57
H -3.68 5.08 1.65
H -4.60 5.70 3.26
H -2.70 5.92 3.11
H -5.05 7.75 2.08
H -3.19 8.11 2.35
H -3.09 6.43 -0.04
H -2.99 8.33 -0.05
H -5.75 8.36 -0.19
H -4.87 7.74 -1.80
H -5.11 5.32 -0.01
H -6.75 6.18 0.36
H -7.09 6.28 -2.46
H -5.66 5.06 -2.57
H -8.50 4.68 -0.79
H -8.10 3.87 -2.51
H -5.82 2.88 -1.00
H -7.52 1.99 -0.94
H -8.17 3.64 1.25
H -6.29 3.94 1.32
H -7.73 1.51 2.45
H -6.78 0.90 0.88
H -4.79 2.72 2.37
H -5.69 1.72 3.71
H -4.35 -0.19 3.32
H -5.00 -0.38 1.49
H -2.21 0.04 1.84
H -2.73 1.71 2.63
H -3.86 1.27 -0.22
H -3.05 3.43 -1.56
H -1.25 3.41 1.54
H 1.22 3.02 1.16
H 2.14 2.16 -0.90
H 0.56 2.39 -1.90
H 1.69 -0.13 -0.17
H 0.51 -0.09 -1.64
H -0.25 0.17 0.07
C 5.86 -4.37 0.88
C 4.39 -3.99 0.88
O 4.16 -2.59 1.02
C 4.70 -1.76 0.00
C 4.14 -2.05 -1.38
H 6.36 -3.98 1.77
H 5.97 -5.46 0.87
H 6.38 -3.97 0.01
H 3.90 -4.47 1.74
H 3.88 -4.37 -0.01
H 5.79 -1.81 0.00
H 4.44 -0.73 0.27
H 4.42 -3.05 -1.73
H 4.51 -1.33 -2.11
H 3.04 -2.01 -1.37
C 1.02 -8.07 0.65
C 1.38 -6.60 0.75
O 1.72 -6.01 -0.50
C 0.71 -6.02 -1.50
C -0.54 -5.25 -1.11
H 1.82 -8.63 0.16
H 0.85 -8.50 1.65
H 0.10 -8.23 0.07
H 2.26 -6.50 1.39
H 0.58 -6.03 1.23
H 0.47 -7.05 -1.79
H 1.15 -5.54 -2.39
H -1.05 -5.73 -0.27
H -1.24 -5.21 -1.95
H -0.29 -4.23 -0.80
C 5.52 2.28 2.79
C 5.88 3.75 2.89
O 6.22 4.34 1.64
C 5.21 4.34 0.63
C 3.96 5.10 1.03
H 6.32 1.72 2.29
H 5.35 1.86 3.79
H 4.60 2.13 2.21
H 6.76 3.86 3.53
H 5.08 4.33 3.37
H 4.97 3.31 0.34
H 5.65 4.82 -0.25
H 3.45 4.63 1.87
H 3.26 5.15 0.19
H 4.21 6.13 1.33
C 4.51 -6.30 -2.47
C 4.97 -7.66 -1.95
O 4.01 -8.69 -2.13
C 3.63 -8.99 -3.48
C 4.80 -9.45 -4.34
H 3.54 -6.03 -2.03
H 5.24 -5.53 -2.22
H 4.38 -6.31 -3.56
H 5.13 -7.58 -0.87
H 5.93 -7.94 -2.39
H 3.13 -8.12 -3.93
H 2.89 -9.79 -3.43
H 5.54 -8.66 -4.47
H 4.44 -9.75 -5.33
H 5.30 -10.30 -3.87
```

Gap between HOMO and LUMO ... 6.0 eV
LUMO level ... -0.1790 hartree
Energy relative to the best compared isomer or geometry (same formula, charge and spin) ... 197.2 kcal/mol
Net charge ... +1
HOMO energy ... -10.83 eV

---

No. 3
This record from the OMol25 dataset describes 9 unconnected molecules or ions with the total composition C33H77Br2Cl2N4O15PS at a distorted geometry. The level of theory is ωB97M-V with the def2-TZVPD basis set.

```
135
C33H77Br2Cl2N4O15PS ωB97M-V with the def2-TZVPD basis set
C -2.39 4.83 -1.86
C -1.62 4.30 -0.53
C -1.66 2.69 -0.43
C -0.36 2.23 0.32
N 0.00 0.88 0.65
C -0.65 -0.12 1.45
P -2.22 -0.68 0.44
N -2.09 -0.26 -1.26
O -3.62 0.19 0.97
C -1.23 0.31 2.94
C -1.96 1.71 3.07
Br -3.56 1.38 4.26
C -1.21 2.95 3.76
C -1.69 4.32 3.05
Br -1.84 3.18 5.67
S -0.21 -0.15 4.40
O -1.20 -0.61 5.46
O 0.47 0.95 5.15
O 0.90 -1.28 4.02
C 1.46 -1.30 2.68
N 2.29 -2.56 2.79
C 2.26 -3.14 3.96
C 3.27 -2.83 5.18
C 1.33 -4.41 4.32
C 2.61 -0.25 2.33
Cl 4.35 -0.78 2.75
C 2.49 1.24 2.92
C 3.35 1.41 4.27
Cl 3.33 2.39 1.71
C 0.28 -1.49 1.54
C 1.07 -1.73 0.15
C 0.25 -2.23 -1.12
C 1.07 -3.44 -1.81
O 2.07 -2.84 -2.69
C 2.69 -3.89 -3.39
C 2.35 -4.22 -4.92
O 3.53 -4.57 -2.76
N -0.39 -2.72 1.82
C 0.05 -4.05 1.36
C -1.56 -2.99 2.58
C -2.77 -3.71 1.77
O -1.82 -2.90 3.78
H -3.14 5.62 -1.53
H -2.90 3.95 -2.38
H -1.62 5.32 -2.52
H -2.16 4.79 0.35
H -0.53 4.60 -0.61
H -1.63 2.33 -1.51
H -2.66 2.41 0.00
H -0.24 2.92 1.24
H 0.48 2.64 -0.36
H 1.03 0.91 0.72
H -2.85 0.35 -1.55
H -1.17 0.11 -1.52
H -4.20 0.38 0.20
H -2.13 -0.41 3.02
H -2.44 2.11 2.13
H -0.08 2.94 3.70
H -2.73 4.20 2.59
H -0.91 4.62 2.28
H -1.70 5.12 3.84
H 3.49 -1.72 5.26
H 2.95 -3.32 6.14
H 4.26 -3.32 4.86
H 1.76 -5.01 5.19
H 1.41 -5.08 3.41
H 0.29 -4.12 4.61
H 2.77 -0.05 1.22
H 1.45 1.66 3.00
H 3.23 0.53 4.98
H 4.43 1.69 4.07
H 2.87 2.30 4.80
H 1.94 -2.47 0.28
H 1.60 -0.81 -0.26
H -0.77 -2.67 -0.89
H 0.19 -1.44 -1.94
H 1.49 -4.18 -1.07
H 0.30 -3.96 -2.49
H 3.31 -4.53 -5.41
H 1.89 -3.29 -5.38
H 1.59 -5.07 -4.93
H -0.28 -4.82 2.14
H -0.46 -4.40 0.39
H 1.15 -4.23 1.22
H -3.74 -3.20 2.05
H -2.78 -4.82 2.01
H -2.61 -3.54 0.66
C -2.85 3.71 -5.59
O -2.90 4.87 -4.76
H -1.82 3.36 -5.64
H -3.48 2.93 -5.16
H -3.19 3.96 -6.59
H -3.82 5.16 -4.74
C -1.65 4.52 -9.73
O -2.34 4.48 -8.49
H -2.00 3.70 -10.36
H -1.84 5.47 -10.23
H -0.57 4.41 -9.56
H -2.01 5.21 -7.95
C 2.90 5.21 -0.19
O 1.85 5.58 -1.07
H 2.47 4.76 0.70
H 3.56 4.49 -0.67
H 3.47 6.10 0.10
H 2.26 5.98 -1.85
C 0.49 -8.11 5.44
O 0.45 -6.98 6.30
H 1.51 -8.46 5.36
H -0.14 -8.91 5.86
H 0.12 -7.83 4.45
H -0.46 -6.69 6.35
C 1.56 -7.36 -2.69
O 1.86 -7.03 -1.34
H 0.85 -8.19 -2.70
H 1.11 -6.50 -3.19
H 2.47 -7.66 -3.21
H 2.49 -6.30 -1.37
C -1.69 6.56 -13.02
O -1.39 6.91 -11.67
H -2.39 5.73 -13.02
H -2.13 7.41 -13.54
H -0.77 6.25 -13.53
H -0.76 7.64 -11.70
C 3.48 1.47 -2.73
O 2.82 1.41 -1.47
H 3.14 0.63 -3.34
H 3.24 2.41 -3.23
H 4.56 1.39 -2.58
H 3.14 2.16 -0.95
C -3.06 -0.93 8.73
O -4.07 -0.50 7.84
H -3.53 -1.38 9.61
H -2.43 -1.68 8.24
H -2.45 -0.08 9.05
H -3.63 -0.11 7.08
```

Gap between HOMO and LUMO ... 7.7 eV
LUMO level ... -0.0025 hartree
HOMO energy ... -7.78 eV

---

One value per record, in order, for DFT total energy: -47467.868; -68720.396; -257381.718 eV.